1.
{"formula": "C5H27O12", "method": "ωB97M-V/def2-TZVPD", "elements": ["O", "C", "O", "C", "C", "C", "C", "O", "H", "H", "H", "H", "H", "H", "H", "H", "H", "H", "H", "O", "H", "H", "O", "H", "H", "O", "H", "H", "O", "H", "H", "O", "H", "H", "O", "H", "H", "O", "H", "H", "O", "H", "H", "O"], "positions_angstrom": [[-0.51350, -2.22422, 0.53456], [-0.86465, -1.61230, -0.53995], [-1.96982, -1.05572, -0.62200], [0.21729, -1.54054, -1.61836], [0.53597, -0.04941, -1.83385], [0.98677, 0.34004, -3.22528], [1.45786, 1.78655, -3.22265], [0.45106, 2.69961, -2.89962], [1.13193, -1.97499, -1.22012], [-0.10225, -2.06175, -2.52629], [-0.34746, 0.56362, -1.60342], [1.22780, 0.29617, -1.06731], [0.18525, 0.18213, -3.95760], [1.77060, -0.35926, -3.55706], [2.31704, 1.83508, -2.53746], [1.95414, 2.06256, -4.16370], [0.39685, 2.90675, -1.96136], [-2.91429, -1.56826, 2.39434], [-2.82538, -0.59698, 1.23280], [-3.31679, -0.76920, 2.05263], [-3.32573, -2.23661, 0.51819], [-2.29446, -3.13526, 0.94598], [-3.26565, -3.11769, 0.90330], [1.06207, -0.17325, 2.09613], [0.78083, -0.81346, 0.80413], [1.17403, 0.01655, 1.14479], [-2.04502, 2.44985, -2.48754], [-1.28192, 2.96394, -1.18212], [-2.07105, 3.01970, -1.71963], [0.97860, 2.74404, 0.63828], [0.32748, 1.44874, 0.25027], [0.48714, 2.35639, -0.09014], [3.45073, -0.62414, 0.98353], [4.29798, -1.16917, -0.19559], [4.25197, -0.48000, 0.46862], [-0.11775, -1.91072, 2.87753], [0.33049, -2.88110, 1.88962], [0.51124, -2.63570, 2.83050], [-1.97759, 2.20632, 1.60391], [-1.81251, 2.40839, 3.16377], [-1.73147, 2.80006, 2.29466], [0.65405, -0.12753, 4.71220], [1.14807, -1.40182, 4.03227], [0.69002, -0.56739, 3.85901]], "atomic_forces_ev_per_a": [[0.1, 0.0, -0.6], [-0.2, -0.7, 1.4], [0.2, 0.3, -0.9], [-0.2, 1.0, 0.2], [-1.0, 0.3, -0.1], [0.2, -0.4, -0.2], [1.4, -0.4, 0.1], [-0.3, 0.4, -0.9], [-0.1, -0.6, -0.1], [0.0, 0.2, 0.1], [-0.1, -0.4, -0.3], [0.5, -0.3, -0.4], [-0.2, 0.2, 0.2], [0.2, 0.4, 0.1], [-0.3, 0.1, 0.4], [-0.7, 0.1, -0.2], [0.6, -0.5, 0.2], [-0.1, -0.3, -0.1], [0.1, 0.0, 0.0], [0.1, 1.2, 0.3], [-0.6, 0.0, -0.3], [0.1, -0.4, 0.0], [0.5, -0.5, 0.0], [0.1, 0.6, 0.0], [0.0, 0.1, -0.1], [0.0, -0.8, 0.5], [0.7, -0.2, 0.2], [0.2, -0.5, -0.1], [-1.3, 0.8, 0.3], [0.0, 0.2, 0.0], [0.3, 0.3, -0.1], [-0.3, 0.0, 0.2], [-0.3, 0.0, -0.2], [-0.2, -0.1, 0.0], [0.4, 0.2, 0.1], [-0.3, -0.1, 0.2], [0.4, -0.1, 0.6], [-0.2, -1.2, -1.1], [-0.4, -1.0, -0.3], [-0.3, -0.6, -0.3], [0.6, 1.5, 0.6], [-0.1, 0.3, 0.0], [0.0, -0.1, -0.3], [0.4, 1.0, 1.3]], "e_above_lowest_kj_mol": 0.0, "lumo_ev": 2.466, "total_charge": -1, "e_homo_ev": -6.4}

***

2.
{"formula": "C5H8O2", "method": "ωB97M-V/def2-TZVPD", "elements": ["O", "C", "C", "C", "C", "O", "C", "H", "H", "H", "H", "H", "H", "H", "H"], "positions_angstrom": [[-2.21647, 0.78733, 0.91071], [-1.21310, -0.18740, 0.83507], [-0.73534, -0.59712, -0.58223], [0.69125, -0.23450, -0.16293], [2.44294, 0.07547, -1.44422], [1.30197, 0.64878, -1.11857], [0.22642, 0.26785, 1.19294], [-1.89207, 1.57328, 0.45069], [-1.56324, -1.03517, 1.42637], [-1.13432, 0.05329, -1.36948], [-0.88782, -1.63837, -0.88167], [1.40597, -1.05278, -0.10994], [2.52354, 0.27937, -2.51735], [0.34284, 1.34043, 1.36294], [0.70745, -0.28047, 2.00766]], "atomic_forces_ev_per_a": [[0.0, 0.3, -0.1], [0.0, -0.3, 0.2], [-0.1, -0.1, 0.0], [-0.1, -0.4, 0.4], [-0.2, -0.1, -0.5], [0.5, -0.7, -0.3], [0.0, 0.1, 0.2], [-0.2, -0.1, 0.1], [0.0, 0.1, 0.0], [0.1, 0.0, 0.2], [0.0, 0.2, 0.1], [-0.4, -0.2, 0.3], [0.6, 1.0, -0.5], [-0.1, 0.0, 0.0], [-0.1, 0.2, 0.0]], "e_above_lowest_kj_mol": 465.4, "lumo_ev": 0.464, "e_homo_ev": -8.6}

***

3.
{"formula": "C2H2I2S", "method": "ωB97M-V/def2-TZVPD", "elements": ["C", "C", "S", "I", "I", "H", "H"], "positions_angstrom": [[0.06253, 0.74446, -0.08818], [-0.13007, -0.69026, 0.29830], [-0.14006, 0.46263, 1.68437], [-1.32484, 1.79818, -1.37090], [1.37378, -2.22831, -0.03091], [1.15514, 1.17990, -0.62643], [-0.99647, -1.26659, 0.13376]], "atomic_forces_ev_per_a": [[2.7, 0.8, -2.0], [1.5, 0.5, 0.1], [0.3, 0.0, -0.9], [0.0, -0.4, 0.6], [-0.1, 0.7, 0.2], [-3.1, -1.8, 2.3], [-1.2, 0.2, -0.3]], "smiles": "I[C@H]1S[C@@H]1I", "e_above_lowest_kj_mol": 54.4, "lumo_ev": -0.468, "e_homo_ev": -9.5}

***

4.
{"formula": "C7H9N", "method": "ωB97M-V/def2-TZVPD", "elements": ["C", "C", "C", "C", "C", "C", "C", "N", "H", "H", "H", "H", "H", "H", "H", "H", "H"], "positions_angstrom": [[-0.98141, 1.72589, -2.05600], [-0.89815, -1.03101, 1.28522], [0.00132, -2.05825, 0.63205], [1.44312, 0.29516, 0.69491], [-0.30758, 1.52057, -0.78618], [0.60042, 0.35541, -0.56776], [0.29131, -0.61346, 0.51232], [-0.00237, 2.49093, -1.89435], [-1.75574, 1.45048, -2.73093], [-1.87801, -0.86722, 0.86003], [-0.87223, -0.94250, 2.36177], [0.63253, -2.66227, 1.26761], [-0.37230, -2.58461, -0.23472], [2.44328, -0.10601, 0.62189], [1.34870, 1.11007, 1.39825], [-0.74122, 1.94185, 0.11590], [1.04834, -0.02506, -1.48000]], "atomic_forces_ev_per_a": [[0.6, 0.1, 1.0], [-0.1, 0.2, 0.1], [0.2, -0.1, -0.1], [0.1, -0.1, 0.1], [-0.2, -0.5, 0.2], [-0.1, 0.1, -0.1], [0.1, 0.0, -0.1], [-0.2, 0.1, -0.5], [-0.3, 0.1, -0.6], [-0.1, 0.0, -0.1], [0.1, 0.0, 0.1], [0.0, 0.0, 0.1], [-0.1, 0.0, -0.1], [0.1, -0.1, -0.1], [-0.1, 0.1, 0.0], [0.0, 0.1, 0.1], [0.0, -0.1, 0.1]], "smiles": "C1=N[C@@H]1[C@H]1CC12CC2", "e_above_lowest_kj_mol": 398.6, "lumo_ev": 1.098, "e_homo_ev": -9.3}

***

5.
{"formula": "C18H28O8", "method": "ωB97M-V/def2-TZVPD", "elements": ["C", "C", "C", "O", "C", "C", "C", "O", "O", "O", "H", "H", "H", "H", "C", "C", "O", "C", "H", "H", "H", "H", "H", "H", "C", "C", "O", "C", "H", "H", "H", "H", "H", "H", "C", "C", "O", "C", "H", "H", "H", "H", "H", "H", "C", "C", "O", "C", "H", "H", "H", "H", "H", "H"], "positions_angstrom": [[38.58100, 36.15900, 36.73600], [37.16600, 36.43600, 36.30400], [36.68200, 36.23300, 34.97800], [35.55300, 36.35400, 34.65800], [37.61500, 35.67600, 33.96700], [39.05900, 35.28100, 34.44900], [39.52000, 35.42900, 35.87700], [40.63600, 35.07000, 36.20200], [39.95200, 34.67200, 33.53200], [36.37100, 37.07000, 37.18200], [38.75100, 36.24900, 37.74600], [37.16200, 35.37500, 33.01200], [39.51700, 34.73700, 32.67400], [35.70800, 37.13400, 36.61000], [39.15700, 39.50600, 34.04100], [38.44200, 38.89500, 32.80600], [37.25300, 39.15500, 32.55500], [39.28900, 38.01900, 31.87600], [38.93700, 40.47300, 34.16600], [40.13400, 39.36200, 34.04900], [38.85400, 38.83900, 34.90700], [38.97000, 37.55900, 30.90100], [39.83800, 37.38300, 32.30600], [39.98000, 38.68900, 31.54700], [35.66900, 40.06400, 35.32000], [34.33900, 39.26300, 35.10300], [33.95200, 38.57000, 35.98400], [33.83400, 39.16300, 33.58200], [35.89000, 40.89400, 34.53400], [36.52600, 39.56100, 35.24400], [35.47500, 40.74300, 36.24100], [34.46600, 38.84300, 32.67700], [33.28400, 40.09600, 33.21800], [33.02000, 38.57700, 33.65900], [37.89400, 39.47700, 28.30700], [39.39200, 39.10300, 28.04100], [40.18200, 39.88600, 28.38600], [39.61000, 37.70200, 27.46400], [37.73400, 40.31500, 28.80800], [37.51200, 38.78800, 29.01400], [37.27900, 39.46800, 27.30700], [40.61900, 37.43400, 27.70700], [39.59000, 37.74000, 26.41600], [39.14200, 36.90600, 27.81700], [34.18700, 37.84700, 29.24900], [34.94300, 36.59100, 29.68100], [34.68300, 35.53800, 29.29900], [35.94400, 36.77400, 30.85400], [33.77100, 37.58300, 28.28500], [34.93000, 38.72200, 29.25800], [33.41700, 38.27400, 29.97600], [36.40500, 37.65400, 30.71300], [36.77500, 35.86900, 30.70600], [35.61900, 36.93300, 31.97900]], "atomic_forces_ev_per_a": [[-5.6, -0.3, -3.7], [7.4, 0.3, 4.9], [3.3, -2.3, -2.9], [-3.7, 1.1, 0.0], [6.0, -1.5, 3.0], [-4.8, -0.1, -4.7], [0.2, 1.0, -0.1], [-0.7, 0.0, -0.1], [-1.7, 1.5, 2.4], [4.9, -1.6, 1.9], [0.7, 0.4, 2.1], [0.6, 0.2, 0.4], [0.0, -0.1, -0.1], [-6.6, 1.5, -2.9], [-3.8, -4.8, -0.3], [-2.1, 0.1, -0.8], [2.5, -0.4, 0.7], [-5.1, 3.4, -3.2], [-1.2, 3.5, 0.6], [4.6, -0.5, -0.5], [-0.2, 1.0, -0.7], [-0.9, 0.6, 1.2], [4.0, -5.2, 4.0], [2.3, 2.3, -1.1], [-4.6, 5.8, -0.2], [3.6, 0.4, -3.4], [-1.3, -0.4, 0.7], [0.8, 2.8, -0.3], [-1.0, -1.5, 0.8], [3.1, -2.6, 0.6], [0.9, -1.7, -1.0], [-0.2, 0.4, 2.1], [1.3, -0.5, 0.7], [-2.6, -2.8, 0.1], [0.3, -3.5, -4.4], [-5.1, -1.7, 0.2], [3.6, 1.7, 0.5], [3.6, 3.6, -0.1], [0.0, 4.4, 1.6], [-0.7, -1.5, 0.3], [1.0, -0.2, 2.0], [1.0, 0.2, 0.0], [-0.4, 0.0, -1.6], [-3.3, -3.0, 1.7], [1.1, 1.7, 0.9], [0.0, 4.6, 4.7], [-1.0, -4.8, -2.6], [0.4, -4.1, 0.9], [-0.3, 0.6, -0.2], [-0.9, -1.2, -0.7], [0.7, -1.3, -0.8], [2.1, 3.2, -0.6], [-2.2, 2.3, 0.8], [-0.1, -1.1, -2.3]], "smiles": "O=C1C=C(O)C(=O)C=C1O.CC(C)=O.CC(C)=O.CC(C)=O.CC(C)=O", "e_above_lowest_kj_mol": 28.6, "lumo_ev": -2.193, "e_homo_ev": -9.3}

***

6.
{"formula": "C3H10N3", "method": "ωB97M-V/def2-TZVPD", "elements": ["C", "C", "C", "N", "N", "N", "H", "H", "H", "H", "H", "H", "H", "H", "H", "H"], "positions_angstrom": [[-0.00783, -0.80482, -0.69542], [-1.06365, -1.02581, -1.75930], [0.00542, 1.49300, 2.02134], [-0.11461, 0.35821, -0.05739], [0.97263, -1.68026, -0.51878], [0.75707, 0.81691, 0.99503], [-0.54263, -1.10823, -2.72042], [-1.50541, -0.00434, -1.94774], [-1.59023, -1.82736, -1.45638], [0.79683, 1.82285, 2.67130], [-0.76981, 2.35873, 1.70433], [-0.37478, 0.82498, 2.67247], [-0.73241, 1.10643, -0.46551], [0.92426, -2.43074, -1.15205], [1.48105, 1.50647, 0.66529], [1.76410, -1.40602, 0.04324]], "atomic_forces_ev_per_a": [[0.2, 1.3, -0.3], [3.2, 4.5, -1.1], [0.1, 3.1, -1.2], [0.6, 1.4, 0.1], [-1.4, 2.1, 0.6], [0.4, 0.0, -1.6], [0.0, -0.9, 0.2], [-0.7, -1.5, 0.7], [-2.6, -2.5, 0.4], [0.3, 1.3, 0.1], [1.9, -2.0, 0.6], [-2.4, -2.5, 1.6], [0.5, -1.4, 0.6], [0.7, -1.2, -0.4], [-1.1, -1.2, -0.4], [0.1, -0.5, 0.1]], "smiles": "CNNC(C)=[NH2+]", "e_above_lowest_kj_mol": 248.1, "lumo_ev": -3.315, "total_charge": 1, "e_homo_ev": -14.5}

***

7.
{"formula": "C23H48IO11P", "method": "ωB97M-V/def2-TZVPD", "elements": ["C", "C", "C", "I", "P", "O", "H", "H", "H", "H", "H", "H", "H", "H", "O", "C", "O", "C", "C", "C", "H", "H", "H", "H", "H", "H", "H", "H", "O", "C", "O", "C", "C", "C", "H", "H", "H", "H", "H", "H", "H", "H", "O", "C", "O", "C", "C", "C", "H", "H", "H", "H", "H", "H", "H", "H", "O", "C", "O", "C", "C", "C", "H", "H", "H", "H", "H", "H", "H", "H", "O", "C", "O", "C", "C", "C", "H", "H", "H", "H", "H", "H", "H", "H"], "positions_angstrom": [[-5.21212, 2.18555, -6.52165], [-3.73311, 1.92936, -6.22145], [-3.59616, 1.53547, -4.74368], [-2.54868, -0.32753, -4.51231], [-2.89279, 2.81131, -3.62678], [-1.49536, 3.20731, -4.39842], [-5.36327, 2.53942, -7.53097], [-5.57280, 2.90791, -5.79936], [-5.75191, 1.26008, -6.35213], [-3.36104, 1.14893, -6.86945], [-3.18395, 2.84257, -6.41573], [-4.57693, 1.35886, -4.32602], [-3.78052, 3.84612, -4.04524], [-0.90097, 3.48599, -3.67644], [0.11666, 4.01411, -1.15463], [0.58439, 2.90903, -1.25357], [-0.20358, 1.91596, -1.69279], [0.29629, 0.62669, -2.07593], [0.41711, -0.32610, -0.90491], [2.00205, 2.60295, -0.83714], [1.23589, 0.73636, -2.62020], [-0.43741, 0.26117, -2.79465], [1.13956, 0.01987, -0.16500], [0.73170, -1.31069, -1.25070], [-0.54485, -0.42555, -0.40075], [2.00948, 2.34696, 0.22166], [2.60131, 3.49731, -0.99033], [2.46469, 1.79670, -1.39987], [-2.14434, -2.80920, 2.00761], [-2.96605, -2.05099, 1.57107], [-3.18591, -0.89137, 2.22881], [-3.97767, 0.16818, 1.68721], [-5.45108, -0.01377, 1.98732], [-3.80778, -2.38429, 0.36300], [-3.78745, 0.28651, 0.62003], [-3.60825, 1.07013, 2.17245], [-5.84733, -0.91416, 1.51809], [-6.02131, 0.84173, 1.62387], [-5.60630, -0.10661, 3.06228], [-4.68904, -2.93613, 0.68418], [-3.22415, -3.01857, -0.29730], [-4.12198, -1.52176, -0.21565], [3.13033, 0.25122, 1.63672], [4.09375, 0.87577, 1.98938], [5.31609, 0.39103, 1.70473], [6.52195, 1.13612, 1.90558], [7.04871, 0.99083, 3.31717], [3.96801, 2.13693, 2.81266], [6.38252, 2.18030, 1.62254], [7.23179, 0.71324, 1.19653], [6.35591, 1.39758, 4.05229], [8.00184, 1.50812, 3.42647], [7.19194, -0.06155, 3.56068], [3.92641, 1.86402, 3.86597], [3.03646, 2.62803, 2.54409], [4.77310, 2.85125, 2.65895], [-5.45345, -2.62128, -2.17011], [-6.24988, -2.22238, -2.97406], [-7.43091, -1.74263, -2.53547], [-8.36024, -1.06394, -3.38377], [-9.28623, -2.02769, -4.09537], [-5.97780, -2.30967, -4.45559], [-7.83832, -0.40470, -4.07886], [-8.93362, -0.42388, -2.71564], [-8.73893, -2.68877, -4.76717], [-10.02714, -1.48178, -4.67960], [-9.80499, -2.65351, -3.36983], [-6.30121, -3.28000, -4.83017], [-4.90492, -2.21538, -4.59004], [-6.44817, -1.52152, -5.04040], [8.36083, 0.73591, 6.60240], [8.79841, -0.37299, 6.47050], [7.98782, -1.34522, 6.01081], [8.45519, -2.64237, 5.62887], [8.52173, -3.58999, 6.80779], [10.21165, -0.71424, 6.88533], [9.40779, -2.56977, 5.10276], [7.72446, -3.00124, 4.90625], [9.24027, -3.25300, 7.55491], [8.81258, -4.58712, 6.47748], [7.54844, -3.65270, 7.29334], [10.21391, -0.98067, 7.94115], [10.82595, 0.17085, 6.74651], [10.66295, -1.51903, 6.30971]], "atomic_forces_ev_per_a": [[0.6, -0.3, 0.4], [-0.6, 0.1, 0.1], [0.4, 0.4, -0.4], [-0.1, 0.1, 0.0], [-0.1, -0.3, 0.9], [0.1, 0.3, 0.4], [-0.2, 0.1, -0.2], [-0.3, 0.3, 0.0], [-0.3, -0.2, -0.2], [0.2, -0.1, -0.2], [0.4, 0.1, -0.1], [-0.3, -0.3, 0.2], [0.0, 0.0, -0.4], [0.0, -0.2, -0.4], [-0.1, 0.1, -0.2], [0.2, -0.1, 0.3], [-0.1, 0.2, -0.2], [0.1, -0.4, -0.1], [0.0, 0.2, 0.1], [0.2, 0.1, -0.3], [0.0, 0.0, 0.1], [0.1, 0.1, 0.2], [0.1, 0.0, 0.0], [0.0, 0.0, 0.0], [0.0, 0.0, 0.0], [0.0, -0.1, 0.0], [-0.1, 0.1, 0.1], [-0.1, -0.1, 0.1], [0.0, 0.0, 0.1], [-0.2, -0.2, -0.1], [0.2, 0.1, 0.1], [-0.2, 0.1, 0.0], [0.0, -0.1, 0.0], [0.3, 0.2, -0.1], [0.0, 0.0, 0.0], [0.1, 0.0, 0.0], [0.0, 0.0, -0.1], [0.0, 0.0, 0.0], [0.0, 0.1, 0.0], [-0.1, 0.0, 0.0], [0.0, -0.1, 0.1], [-0.1, 0.0, 0.1], [0.0, 0.0, -0.1], [0.0, 0.0, 0.3], [0.0, -0.1, -0.3], [0.2, 0.1, 0.2], [-0.1, 0.0, 0.0], [0.0, 0.2, -0.3], [-0.1, 0.0, 0.0], [-0.1, -0.1, 0.0], [0.0, 0.1, 0.0], [0.0, 0.0, 0.0], [0.0, 0.0, 0.0], [0.0, 0.0, 0.0], [-0.1, -0.1, 0.1], [0.1, -0.1, 0.1], [-0.1, 0.0, 0.1], [0.1, -0.2, -0.2], [0.0, 0.1, 0.2], [-0.1, 0.0, -0.1], [0.1, -0.1, 0.0], [0.1, 0.4, -0.1], [0.0, 0.0, 0.0], [0.0, 0.0, 0.1], [0.0, 0.0, 0.0], [0.0, 0.0, 0.0], [0.0, 0.0, 0.0], [-0.1, 0.0, 0.0], [0.0, -0.2, 0.0], [-0.1, -0.1, 0.0], [-0.1, 0.0, -0.1], [0.2, 0.0, 0.3], [-0.2, 0.1, -0.2], [0.1, -0.2, 0.1], [0.0, 0.1, 0.1], [0.2, 0.0, -0.4], [0.0, 0.0, 0.0], [-0.1, 0.1, 0.0], [0.1, 0.0, 0.0], [0.0, 0.0, 0.0], [0.0, 0.0, 0.0], [0.0, 0.0, 0.0], [-0.1, 0.1, 0.1], [-0.1, -0.1, 0.1]], "lumo_ev": 0.417, "e_homo_ev": -8.8}

***

8.
{"formula": "C3H4N2O", "method": "ωB97M-V/def2-TZVPD", "elements": ["N", "C", "C", "O", "N", "C", "H", "H", "H", "H"], "positions_angstrom": [[1.78753, -0.17948, -0.55672], [0.66181, -0.92619, -0.37633], [-0.29750, -1.64815, -0.27192], [-2.58445, 0.01692, 0.21614], [-1.73797, 0.86500, 0.15894], [-0.87518, 1.63479, 0.10433], [1.75059, 0.74431, -0.14486], [2.62090, -0.66789, -0.25650], [-1.16070, -2.26420, -0.17016], [-0.16282, 2.41884, 0.01247]], "atomic_forces_ev_per_a": [[0.0, -0.1, 0.1], [-0.3, -0.5, 0.0], [0.5, 0.2, -0.1], [0.1, 0.3, 0.0], [0.4, 0.4, 0.0], [-0.7, -0.4, 0.0], [0.0, -0.2, 0.0], [0.0, 0.1, -0.1], [0.1, 0.1, 0.0], [-0.1, 0.0, 0.0]], "smiles": "C#[N+][O-].C#CN", "e_above_lowest_kj_mol": 551.6, "lumo_ev": 0.699, "e_homo_ev": -8.9}

***

Q: Which formula does entry 5 have?
A: C18H28O8